# C24H21Cl2CoN5O3

A molecular structure, C24H21Cl2CoN5O3 in a non-equilibrium geometry (ωB97M-V with the def2-TZVPD basis set, the OMol25 dataset).

As for the energy above the lowest of the compared OMol25 structures with the same formula, charge and spin: 0.0 kcal per mole. The lowest unoccupied orbital energy (alpha / beta) comes out at -3.096 / -4.926 eV. The total charge is +1. Its HOMO energy (alpha / beta) is -10.38 / -11.36 eV. The calculation puts the frontier orbital gap (alpha / beta) at 7.28 / 6.44 eV. Its spin multiplicity is 5. As for the expectation value of S²: 6.02.

Element x y z (Å)
Co 0.69 -0.58 -0.43
Cl 5.29 3.76 -3.10
C 4.32 2.35 -2.80
C 3.34 2.47 -1.87
C 2.50 1.36 -1.62
N 1.62 1.21 -0.63
C 1.51 2.03 0.48
O 1.63 3.24 0.51
C 1.28 1.18 1.75
C 1.45 1.74 3.01
C 1.20 0.94 4.10
C 0.92 -0.42 3.92
C 0.86 -0.89 2.61
N 1.03 -0.11 1.56
C 2.66 0.17 -2.43
C 3.61 0.13 -3.49
C 4.45 1.19 -3.65
Cl 5.66 1.16 -4.87
N 1.92 -0.88 -2.03
C 1.82 -2.08 -2.67
O 2.40 -2.45 -3.65
C 0.76 -3.02 -2.04
C 0.49 -4.26 -2.57
C -0.34 -5.10 -1.87
C -0.85 -4.72 -0.66
C -0.56 -3.42 -0.20
N 0.20 -2.59 -0.88
H 3.24 3.39 -1.30
H 1.76 2.79 3.13
H 1.20 1.35 5.11
H 0.84 -1.10 4.75
H 0.65 -1.95 2.41
H 3.75 -0.81 -4.05
H 0.96 -4.56 -3.52
H -0.53 -6.12 -2.30
H -1.44 -5.38 -0.07
H -0.98 -3.04 0.71
O -1.30 -0.11 -0.07
C -2.09 -0.02 0.87
C -3.46 -0.61 0.84
C -4.45 0.58 0.77
C -3.93 1.93 0.21
C -3.16 2.77 1.25
C -1.75 2.29 1.47
N -1.84 0.85 1.90
H -3.62 -1.16 1.76
H -3.54 -1.26 -0.06
H -4.93 0.74 1.73
H -5.29 0.25 0.17
H -4.84 2.43 -0.07
H -3.32 1.78 -0.70
H -3.75 2.82 2.21
H -3.16 3.81 0.97
H -1.20 2.86 2.22
H -1.16 2.31 0.54
H -2.53 0.76 2.64